No. 1
This record from OMol25 describes C22H16CuN4PS3Sb as an isolated structure. The level of theory is ωB97M-V/def2-TZVPD.

Summary:
- Gap between HOMO and LUMO: 7.212 eV
- Net charge: -1
- Multiplicity: 1
- E_LUMO: 2.2 eV
- ΔE to the lowest compared entry with this formula, charge and spin: 0.00 kcal/mol

Structure (XYZ):
```
48
Properties=species:S:1:pos:R:3:forces:R:3:nbo_charge:R:1
Cu 2.51867 -0.00494 0.29080 -0.04 0.07 0.00 0.7233
S 4.18717 -0.28151 -1.41326 -0.01 0.02 -0.03 -0.9081
Sb 4.93129 -1.97464 -0.05331 -0.02 -0.05 0.01 0.9077
S 5.44507 -0.92418 2.08747 0.00 0.03 0.01 -0.3634
S 3.47082 -1.65782 1.92365 0.00 -0.03 -0.02 -0.4308
N 0.38430 2.29238 -1.39855 0.01 0.00 0.00 -0.8084
C -0.65546 2.08273 -0.50922 0.01 0.01 0.00 0.2063
C -1.56063 3.12300 -0.26228 0.00 0.00 0.01 -0.2557
C -2.64561 2.93466 0.56790 0.01 0.00 -0.01 -0.1749
C -2.86961 1.70219 1.17221 -0.01 0.00 0.00 -0.2883
C -1.98006 0.66943 0.93767 0.00 0.00 0.00 -0.1186
C -0.86915 0.83598 0.10972 0.01 0.01 0.01 -0.4458
P 0.33835 -0.49303 -0.17711 0.05 -0.06 0.04 0.7735
C -0.24241 -1.83098 0.92315 0.00 0.00 -0.02 -0.3533
C 0.04555 -1.70499 2.28319 0.01 0.00 0.00 -0.1942
C -0.33894 -2.68958 3.17771 0.00 0.00 0.01 -0.2098
C -1.00196 -3.82240 2.72205 0.00 0.00 -0.01 -0.2156
C -1.28084 -3.96040 1.37116 0.00 0.00 0.01 -0.2196
C -0.90661 -2.96724 0.47416 0.00 0.00 0.00 -0.1563
C -0.10426 -1.09640 -1.84171 0.01 0.02 0.00 -0.2545
C -1.38845 -0.95831 -2.36385 -0.01 0.00 -0.01 -0.2149
C -1.68894 -1.46147 -3.62038 0.00 0.00 0.00 -0.2215
C -0.70841 -2.10456 -4.36532 0.00 0.00 0.00 -0.2108
C 0.57533 -2.23297 -3.85584 0.00 0.00 0.00 -0.2045
C 0.87935 -1.72520 -2.59972 0.01 0.00 0.00 -0.2258
H 1.21030 1.72270 -1.25993 0.00 0.01 0.00 0.3905
H 0.62029 3.26737 -1.52759 0.01 0.00 0.00 0.4033
H -1.37241 4.08941 -0.71390 0.00 0.00 0.00 0.2279
H -3.31818 3.76236 0.75630 0.00 0.00 0.00 0.2084
H -3.71751 1.55233 1.82730 0.00 0.00 0.00 0.2063
H -2.14604 -0.28866 1.41345 0.00 0.00 0.00 0.2057
H 0.57848 -0.82927 2.63726 0.00 0.00 0.00 0.2341
H -0.10876 -2.57857 4.22952 0.00 0.00 0.00 0.2150
H -1.29306 -4.59808 3.41916 0.00 0.00 0.00 0.2077
H -1.79182 -4.84410 1.00948 0.00 0.00 0.00 0.2060
H -1.12946 -3.08267 -0.57892 0.00 0.00 0.00 0.2132
H -2.15027 -0.44662 -1.78750 0.01 0.00 0.00 0.2256
H -2.68815 -1.34562 -4.02153 0.00 0.00 0.00 0.2087
H -0.94320 -2.49257 -5.34890 0.00 0.00 0.00 0.2063
H 1.34851 -2.71399 -4.44151 0.00 0.00 0.00 0.2105
H 1.89189 -1.78412 -2.21612 0.00 0.00 0.00 0.2440
N 2.55207 1.84695 1.17924 -0.08 -0.04 -0.01 -0.5593
C 2.08372 2.88112 1.40474 0.08 0.02 -0.02 0.4247
C 1.53021 4.14778 1.60659 -0.07 0.00 0.05 -0.6149
C 1.16233 4.58068 2.90008 -0.02 -0.01 -0.01 0.3191
N 0.86044 4.93662 3.95691 0.01 0.01 0.00 -0.4074
C 1.25008 4.93142 0.46982 0.09 0.02 -0.02 0.3379
N 1.03600 5.53583 -0.49419 -0.05 -0.02 0.00 -0.4496
```
Forces are in eV/Å.


No. 2
This record from OMol25 describes a 3-piece molecular cluster, C5H15NO2 overall at a distorted geometry. The level of theory is ωB97M-V/def2-TZVPD.

Summary:
- Gap between HOMO and LUMO: 9.122 eV
- Structure (SMILES): CN1CCCC1.O.O
- Multiplicity: 1
- E_LUMO: 0.7 eV
- ΔE to the lowest compared entry with this formula, charge and spin: 24.17 kcal/mol

Structure (XYZ):
```
23
Properties=species:S:1:pos:R:3:forces:R:3:nbo_charge:R:1
C -0.85634 0.61014 -1.46772 -0.13 0.00 -1.01 -0.4079
N -0.68496 -0.13677 -0.24107 0.79 0.01 -0.38 -0.4427
C -0.29841 0.75412 0.85004 -0.44 0.53 0.56 -0.2242
C 0.70698 0.00295 1.74009 -0.30 0.17 -0.21 -0.4155
C 0.92929 -1.32665 1.02261 -0.05 -0.74 0.33 -0.4142
C 0.43289 -1.08834 -0.38155 -0.18 -0.54 -1.01 -0.2277
H -0.02540 1.29405 -1.71794 0.12 -0.09 0.46 0.1585
H -0.88654 -0.06395 -2.33617 -0.33 -0.03 0.30 0.1944
H -1.75570 1.22811 -1.47522 -0.14 -0.18 0.17 0.1960
H 0.13258 1.67690 0.44987 0.32 0.01 -0.07 0.1669
H -1.17844 1.08205 1.41128 -0.05 -0.23 -0.04 0.2055
H 1.62505 0.58297 1.78718 0.11 -0.06 0.18 0.2084
H 0.31144 -0.14780 2.74231 0.12 0.07 0.05 0.2154
H 0.35480 -2.13991 1.48736 -0.07 0.31 -0.03 0.2045
H 1.96289 -1.66229 1.06657 0.14 0.10 -0.16 0.2126
H 0.07791 -1.99562 -0.90277 -0.03 0.14 0.42 0.1909
H 1.22589 -0.72278 -1.05650 0.01 0.42 0.35 0.1774
O -3.15460 -0.91770 1.63492 -0.33 -0.13 -0.29 -0.9389
H -3.99665 -0.52089 1.38611 0.00 0.07 0.22 0.4620
H -2.89008 -1.35525 0.81435 0.38 0.16 0.15 0.4772
O 2.64911 1.57092 -1.86756 0.31 -0.14 -0.68 -0.9336
H 2.06738 2.10228 -2.42441 -0.05 0.03 0.19 0.4666
H 3.25088 1.17348 -2.52178 -0.20 0.12 0.49 0.4686
```
Forces are in eV/Å.


No. 3
This record from OMol25 describes C23H24ClCoFN7O3S2 as an isolated structure. The level of theory is ωB97M-V/def2-TZVPD.

Summary:
- Gap between HOMO and LUMO (spin up / spin down): 7.708 / 4.912 eV
- Net charge: +2
- Multiplicity: 5
- E_LUMO (spin up / spin down): -5.1 / -7.8 eV

Structure (XYZ):
```
62
Properties=species:S:1:pos:R:3:forces:R:3:nbo_charge:R:1
Co 3.17868 2.21709 0.33565 -0.14 -0.29 -0.11 1.4466
F 0.43188 -3.85276 -0.46697 0.06 0.05 -0.04 -0.3187
C -0.23204 -2.69628 -0.26570 0.02 0.01 -0.02 0.3220
C 0.47161 -1.52893 -0.29091 -0.01 -0.01 -0.04 -0.1851
C -0.18562 -0.30945 -0.10532 0.09 0.10 -0.07 -0.1971
C 0.58295 0.93417 -0.12426 -0.28 -0.06 0.12 0.6042
O 1.78469 0.89930 -0.49042 0.24 0.15 -0.15 -0.7792
C -0.12294 2.10212 0.28454 0.12 -0.11 -0.09 -0.3432
C -1.47448 2.02429 0.45438 -0.13 0.02 0.01 0.1662
N -2.20798 0.90132 0.34020 0.08 -0.04 -0.04 -0.3582
C -3.64473 0.96488 0.50993 -0.05 -0.01 0.02 -0.0814
C -4.52049 0.62912 -0.66324 -0.01 0.00 0.00 -0.4252
C -4.39357 2.04863 -0.20007 0.02 0.01 0.00 -0.4036
C -1.56574 -0.30868 0.12016 -0.07 -0.01 0.04 0.2738
C -2.26608 -1.52068 0.15490 0.03 0.05 0.01 -0.3146
C -1.62112 -2.72793 -0.04882 -0.11 -0.11 0.07 0.2037
N -2.37440 -3.92691 0.00832 0.02 0.08 -0.04 -0.4786
C -3.61343 -4.00574 -0.75358 0.03 0.00 -0.03 -0.2450
C -4.66226 -4.71376 0.10901 0.00 -0.06 0.04 -0.2216
N -3.93410 -5.65459 1.04090 0.00 0.04 -0.05 -0.4927
C -2.77886 -6.30176 0.33258 -0.04 0.00 0.06 -0.2362
C -1.71231 -5.22828 0.07660 -0.01 -0.03 0.05 -0.2325
C 0.50731 3.46455 0.49612 0.03 0.02 0.03 0.7810
O -0.19478 4.45080 0.40141 -0.04 -0.05 0.07 -0.6207
O 1.75928 3.46645 0.82401 0.13 0.15 0.18 -0.8911
H 1.54041 -1.53851 -0.45765 0.01 -0.01 0.02 0.2709
H -2.02331 2.92819 0.68377 0.03 0.02 -0.02 0.2593
H -3.98108 0.68091 1.49982 0.02 -0.01 0.00 0.2249
H -5.44479 0.10335 -0.46697 0.00 0.00 0.00 0.2272
H -4.02625 0.36796 -1.58944 0.01 0.01 0.00 0.2303
H -5.22149 2.50497 0.32137 0.00 -0.01 0.01 0.2437
H -3.82438 2.72166 -0.82587 -0.01 0.01 0.00 0.2388
H -3.32287 -1.51260 0.37625 -0.01 0.00 0.00 0.2283
H -3.45953 -4.54541 -1.69549 0.00 -0.01 0.00 0.2056
H -3.97421 -3.01566 -1.01417 0.01 0.00 0.00 0.2502
H -5.35365 -5.31010 -0.48309 0.00 0.00 0.00 0.2369
H -5.22621 -4.02465 0.73413 0.01 0.01 -0.01 0.2318
H -4.57463 -6.35024 1.42248 0.00 -0.01 -0.01 0.4473
H -3.56517 -5.10877 1.82173 0.00 0.00 0.01 0.4428
H -3.18425 -6.72709 -0.58327 0.01 0.00 -0.01 0.2281
H -2.39614 -7.10930 0.95144 0.00 0.00 0.00 0.2512
H -1.17414 -5.49710 -0.83564 -0.03 0.00 -0.01 0.2272
H -0.99526 -5.21651 0.89546 0.00 -0.01 -0.02 0.2341
N 3.79219 4.24904 3.23852 -0.08 -0.02 0.06 -0.6649
C 4.67671 4.39160 2.28529 0.10 0.01 -0.09 0.3469
N 4.54494 3.81870 1.10276 -0.05 0.06 0.05 -0.5228
C 5.53666 4.14447 0.27785 0.21 0.11 -0.01 0.2242
C 6.52259 4.99726 0.83709 -0.12 -0.16 -0.18 -0.3122
S 6.14362 5.37367 2.43039 -0.07 0.02 0.14 0.5447
C 5.46695 3.60611 -1.04783 0.02 0.03 -0.03 0.0903
C 6.29444 3.82833 -2.11119 0.00 0.02 0.09 -0.3348
S 5.72618 2.98506 -3.48096 -0.01 -0.04 -0.08 0.4937
C 4.39095 2.36292 -2.53668 0.01 -0.12 -0.06 0.3074
N 4.39402 2.77942 -1.29857 -0.08 0.01 0.11 -0.6059
N 3.46694 1.53695 -3.02901 0.00 0.00 -0.04 -0.7626
H 2.95726 3.71179 3.02122 -0.02 0.04 -0.04 0.4602
H 3.87625 4.69339 4.13851 0.02 -0.01 0.00 0.4330
H 7.41274 5.37986 0.36340 0.00 -0.01 -0.01 0.2740
H 7.18345 4.43578 -2.15580 0.00 0.00 -0.01 0.2665
H 3.50614 1.19231 -3.97111 0.05 0.03 -0.01 0.4205
H 2.77164 1.15706 -2.39734 0.00 0.01 0.06 0.4432
Cl 4.33178 0.67817 1.49919 0.01 0.11 0.10 -0.7524
```
Forces are in eV/Å.


| no. | electronic energy (eV) |
| --- | --- |
| 1 | -122010.8353 |
| 2 | -11012.8984 |
| 3 | -115339.6095 |